Density functional theory data (ωB97M-V/def2-TZVPD) for C7H5N3O2 as an isolated structure in a non-equilibrium geometry.

```
17
C7H5N3O2 (ωB97M-V/def2-TZVPD)
C -3.245 1.494 0.390
C 0.533 0.462 1.347
C 1.565 0.404 0.369
C -0.785 0.307 0.983
C 1.221 0.177 -0.961
C -1.042 0.111 -0.407
C -2.486 0.218 -0.861
N -3.480 2.166 1.276
N -0.086 0.103 -1.322
N -3.369 -0.983 -0.591
O -4.456 -0.904 -1.130
O -2.967 -1.829 0.125
H 0.495 0.746 2.325
H 2.644 0.476 0.455
H -1.396 0.339 1.839
H 1.930 0.134 -1.775
H -2.748 0.559 -1.925
```

Calculated values
highest occupied orbital energy	-10.411	eV
charge	0
energy above the lowest of the compared OMol25 structures with the same formula, charge and spin	612.2	kJ/mol
HOMO-LUMO gap	9.304	eV

Atomic partial charges in e from the natural (NBO) method, atoms 1 to 4: C 0.24; C -0.17; C -0.22; C -0.20

***

Density functional theory data (ωB97M-V/def2-TZVPD) for an isolated ion of composition C7H5N4O2 and charge +1 in a non-equilibrium geometry.

```
18
C7H5N4O2 (ωB97M-V/def2-TZVPD)
C -1.641 -0.013 -0.228
C -0.950 1.224 -0.338
C -0.930 -1.194 -0.054
C 0.473 1.288 -0.219
C 0.408 -1.162 0.131
C 1.058 0.093 0.174
C 2.503 -1.608 0.364
N 1.365 -2.196 0.342
N 3.454 0.700 0.228
N 2.412 -0.187 0.315
N 4.756 0.371 -0.110
O 4.756 -0.248 -1.127
O 5.646 0.810 0.516
H -2.642 -0.197 -0.392
H -1.396 2.000 -0.814
H -1.473 -2.183 -0.063
H 1.118 2.014 -0.357
H 3.422 -2.069 0.782
```

Calculated values
highest occupied orbital energy (alpha / beta)	-14.415 / -14.422	eV
charge	+1
energy above the lowest of the compared OMol25 structures with the same formula, charge and spin	502.9	kJ/mol
HOMO-LUMO gap (alpha / beta)	7.097 / 5.896	eV

Atomic partial charges in e from the natural (NBO) method, atoms 1 to 4: C -0.05; C -0.19; C -0.14; C -0.05

***

Density functional theory data (ωB97M-V/def2-TZVPD) for one molecule with the formula C7H5NO2 in a non-equilibrium geometry.

```
15
C7H5NO2 (ωB97M-V/def2-TZVPD)
C -1.077 0.158 -0.208
C -0.309 1.105 0.462
C -0.574 -1.016 -0.611
C 1.042 0.871 0.686
C 0.771 -1.345 -0.264
C 1.520 -0.339 0.377
C 3.935 -0.123 -0.271
N 2.923 -0.617 0.515
O 4.610 -0.086 -1.209
O 3.898 0.479 0.889
H -2.077 0.470 -0.631
H -0.764 1.979 0.897
H -1.171 -1.782 -0.964
H 1.616 1.532 1.193
H 1.092 -2.149 -0.755
```

Calculated values
highest occupied orbital energy	-9.403	eV
charge	0
energy above the lowest of the compared OMol25 structures with the same formula, charge and spin	267.8	kJ/mol
HOMO-LUMO gap	10.156	eV

Atomic partial charges in e from the natural (NBO) method, atoms 1 to 4: C -0.22; C -0.17; C -0.18; C -0.24

***

Density functional theory data (ωB97M-V/def2-TZVPD) for a 2-piece molecular cluster, C7H5NO3S overall in a non-equilibrium geometry.

```
17
C7H5NO3S (ωB97M-V/def2-TZVPD)
C -1.900 1.818 -0.037
C -1.208 2.237 -1.225
C -1.464 0.842 0.806
C -0.015 1.657 -1.562
C 0.336 -1.015 0.833
C -0.294 0.095 0.438
C 0.450 0.574 -0.744
N 1.566 -0.140 -0.877
O 2.521 -3.451 2.287
O 1.663 -3.927 0.065
O 1.434 -1.129 0.033
S 2.701 -3.361 0.885
H -2.941 2.246 0.270
H -1.780 2.801 -2.060
H -1.990 0.524 1.783
H 0.538 1.988 -2.510
H 0.382 -1.761 1.614
```

Calculated values
highest occupied orbital energy	-8.811	eV
charge	0
energy above the lowest of the compared OMol25 structures with the same formula, charge and spin	292.9	kJ/mol
HOMO-LUMO gap	8.072	eV

Atomic partial charges in e from the natural (NBO) method, atoms 1 to 4: C -0.23; C -0.20; C -0.18; C -0.21

***

Density functional theory data (ωB97M-V/def2-TZVPD) for an isolated ion of composition C7H5NO5P2S and charge -2 in a non-equilibrium geometry.

```
21
C7H5NO5P2S (ωB97M-V/def2-TZVPD)
C -0.724 0.202 -1.348
C -1.959 0.628 -0.729
C 0.235 -0.427 -0.532
C -2.144 0.209 0.574
C -0.001 -0.587 0.869
C 0.973 -1.088 1.779
C 2.313 -0.467 1.964
N -1.242 -0.346 1.372
O 2.835 -2.878 0.024
O 4.422 -2.176 1.866
O 3.719 2.151 -0.360
O 3.973 -0.401 0.012
O 2.422 0.849 1.571
P 3.987 1.163 0.734
P 3.358 -1.765 0.928
S 0.618 -2.329 2.856
H -0.666 0.545 -2.376
H -2.640 1.346 -1.171
H 1.202 -0.747 -0.965
H -3.116 0.298 1.087
H 2.619 -0.525 3.027
```

Calculated values
highest occupied orbital energy	-0.576	eV
charge	-2
energy above the lowest of the compared OMol25 structures with the same formula, charge and spin	43.1	kJ/mol
HOMO-LUMO gap	5.750	eV

Atomic partial charges in e from the natural (NBO) method, atoms 1 to 4: C -0.18; C -0.29; C -0.20; C 0.01

***

Density functional theory data (ωB97M-V/def2-TZVPD) for C7H5NO6PbSe4 as an isolated structure in a non-equilibrium geometry.

```
24
C7H5NO6PbSe4 (ωB97M-V/def2-TZVPD)
Pb -1.115 0.642 -0.304
O 3.740 4.795 0.980
C 2.821 4.029 0.700
C 1.402 4.425 0.439
O 0.954 5.572 0.507
C 0.685 3.187 0.133
C 1.578 2.078 0.234
O 1.217 0.860 0.071
C 2.923 2.543 0.552
O 3.945 1.872 0.700
O -0.552 3.053 -0.160
Se -4.073 -1.381 -0.263
Se -3.696 -2.224 -2.391
Se -2.719 -0.561 -3.694
Se -0.548 -0.132 -2.871
C -0.703 -3.180 -0.497
C -0.635 -2.662 0.903
N -0.658 -3.639 1.856
O -0.532 -1.496 1.234
H -0.393 -4.220 -0.554
H -0.104 -2.568 -1.165
H -1.740 -3.105 -0.831
H -1.007 -4.549 1.610
H -0.788 -3.339 2.810
```

Calculated values
highest occupied orbital energy	-1.480	eV
charge	-2
HOMO-LUMO gap	5.945	eV

Atomic partial charges in e from the natural (NBO) method, atoms 1 to 4: Pb 1.29; O -0.58; C 0.36; C 0.34

***

Density functional theory data (ωB97M-V/def2-TZVPD) for an isolated ion of composition C7H5O3S and charge -1 in a non-equilibrium geometry.

```
16
C7H5O3S (ωB97M-V/def2-TZVPD)
C -1.458 1.207 -0.566
C -1.634 1.119 0.771
C 2.196 0.870 -0.199
C -0.120 -1.982 0.340
C -0.767 0.034 -1.016
C 1.309 -0.320 0.044
C -0.194 -0.507 0.288
O 3.401 0.597 0.012
O 1.686 1.991 -0.337
O -0.919 0.078 1.312
S 1.682 -2.012 -0.211
H -1.855 1.984 -1.103
H -2.172 1.821 1.533
H -0.167 -2.447 1.424
H -0.738 -2.416 -0.294
H -0.248 -0.016 -1.996
```

Calculated values
highest occupied orbital energy (alpha / beta)	-3.124 / -3.496	eV
charge	-1
energy above the lowest of the compared OMol25 structures with the same formula, charge and spin	405.8	kJ/mol
HOMO-LUMO gap (alpha / beta)	6.225 / 6.701	eV

Atomic partial charges in e from the natural (NBO) method, atoms 1 to 4: C -0.31; C 0.13; C 0.68; C -0.44

***

Density functional theory data (ωB97M-V/def2-TZVPD) for a 2-piece molecular cluster, C7H6BrF3N3O overall in a non-equilibrium geometry.

```
21
C7H6BrF3N3O (ωB97M-V/def2-TZVPD)
C -1.746 0.579 0.932
C -0.612 1.243 0.650
C -1.935 -0.364 -0.181
C 2.476 -1.127 -0.096
C 0.971 1.119 -1.222
C 0.186 2.235 1.381
C -3.067 -1.339 -0.523
N -0.942 -0.232 -1.010
N -0.152 0.728 -0.578
N 3.569 -1.388 0.490
O 1.356 2.425 1.187
F -3.401 -2.052 0.542
F -4.146 -0.664 -0.875
F -2.859 -2.207 -1.524
Br 1.291 0.426 -2.888
H -2.323 0.730 1.753
H 2.047 -1.861 -0.651
H -0.242 2.771 2.151
H 3.900 -0.606 1.024
H 3.997 -2.232 0.357
H 1.633 1.816 -0.915
```

Calculated values
highest occupied orbital energy (alpha / beta)	-12.471 / -12.474	eV
charge	+1
energy above the lowest of the compared OMol25 structures with the same formula, charge and spin	0.0	kJ/mol
HOMO-LUMO gap (alpha / beta)	6.294 / 6.298	eV

Atomic partial charges in e from the natural (NBO) method, atoms 1 to 4: C -0.16; C 0.04; C 0.13; C -0.06

***

Density functional theory data (ωB97M-V/def2-TZVPD) for one molecule with the formula C7H6Cl2N4O in a non-equilibrium geometry.

```
20
C7H6Cl2N4O (ωB97M-V/def2-TZVPD)
C -2.790 0.541 -0.257
C -2.850 -0.235 0.868
C -1.625 1.020 -0.767
C -1.643 -0.699 1.468
C -0.373 0.620 -0.095
C -0.452 -0.206 0.961
C 2.169 0.242 -0.463
N 3.371 0.653 -0.400
N 3.019 -1.969 -0.691
N 1.953 -1.130 -0.702
N 0.842 1.125 -0.607
O 2.691 -3.103 -0.667
Cl 0.940 -0.529 1.944
Cl 1.029 2.753 -0.935
H -3.683 0.798 -0.717
H -3.799 -0.593 1.276
H -1.753 1.764 -1.621
H -1.532 -1.373 2.350
H 3.476 1.719 -0.220
H 1.009 -1.398 -0.726
```

Calculated values
highest occupied orbital energy	-8.941	eV
charge	0
energy above the lowest of the compared OMol25 structures with the same formula, charge and spin	0.0	kJ/mol
HOMO-LUMO gap	8.950	eV

Atomic partial charges in e from the natural (NBO) method, atoms 1 to 4: C -0.21; C -0.20; C -0.20; C -0.20

***

Density functional theory data (ωB97M-V/def2-TZVPD) for a 2-piece molecular cluster, C7H6ClF2NO overall in a non-equilibrium geometry.

```
18
C7H6ClF2NO (ωB97M-V/def2-TZVPD)
C 1.380 1.515 1.303
C 0.298 0.715 1.612
C 2.172 1.222 0.184
C 1.934 0.219 -0.693
C -1.300 0.992 -0.806
C 0.868 -0.761 -0.486
C -0.093 -0.277 0.551
N -1.500 0.284 -1.781
O -0.976 -1.302 0.897
F 3.165 2.057 -0.036
F 2.831 0.082 -1.774
Cl -1.554 2.654 -0.460
H 1.745 2.202 2.039
H -0.300 0.782 2.459
H 0.479 -1.142 -1.530
H 1.215 -1.683 -0.060
H -1.726 0.642 -2.653
H -1.455 -1.648 0.110
```

Calculated values
highest occupied orbital energy (alpha / beta)	-8.005 / -8.005	eV
charge	0
energy above the lowest of the compared OMol25 structures with the same formula, charge and spin	166.9	kJ/mol
HOMO-LUMO gap (alpha / beta)	7.681 / 7.680	eV

Atomic partial charges in e from the natural (NBO) method, atoms 1 to 4: C -0.24; C -0.21; C 0.28; C 0.36

***

Density functional theory data (ωB97M-V/def2-TZVPD) for C7H6GaNO6 as an isolated structure in a non-equilibrium geometry.

```
21
C7H6GaNO6 (ωB97M-V/def2-TZVPD)
O -0.051 2.104 -4.157
C -0.061 1.326 -3.313
Ga -0.076 0.275 -0.636
C -0.124 0.620 1.337
O -0.077 0.964 2.440
C -0.064 -1.923 -0.386
O -0.027 -3.066 -0.246
C 2.083 0.312 -0.516
O 3.147 0.209 -0.085
C -2.407 0.228 -0.655
O -3.528 0.257 -0.467
H -0.120 -0.049 -2.386
C 3.065 -2.041 2.832
C 1.624 -1.849 2.476
N 0.731 -2.490 3.245
O 1.218 -1.153 1.505
H 3.258 -1.718 3.869
H 3.774 -1.517 2.178
H 3.302 -3.109 2.775
H -0.248 -2.443 3.052
H 1.020 -2.999 4.048
```

Calculated values
highest occupied orbital energy (alpha / beta)	-16.739 / -16.737	eV
charge	+2
energy above the lowest of the compared OMol25 structures with the same formula, charge and spin	0.0	kJ/mol
HOMO-LUMO gap (alpha / beta)	7.109 / 7.108	eV

Atomic partial charges in e from the natural (NBO) method, atoms 1 to 4: O -0.34; C 0.45; Ga 0.73; C 0.55

***

Density functional theory data (ωB97M-V/def2-TZVPD) for one molecule with the formula C7H6INO in a non-equilibrium geometry.

```
16
C7H6INO (ωB97M-V/def2-TZVPD)
C 1.438 -0.321 1.134
C 0.119 1.130 -1.095
C 1.200 0.355 -1.160
C -0.994 -0.088 0.837
C -0.925 1.163 -0.012
C -1.287 -1.285 0.351
C 1.500 -0.641 -0.134
N 0.899 0.126 2.145
O -0.515 0.049 2.128
I 2.293 -2.500 -0.769
H -0.056 1.831 -1.900
H 1.859 0.397 -2.015
H -0.721 2.018 0.642
H -1.898 1.335 -0.478
H -1.245 -2.161 0.973
H -1.667 -1.409 -0.647
```

Calculated values
highest occupied orbital energy	-9.013	eV
charge	0
energy above the lowest of the compared OMol25 structures with the same formula, charge and spin	248.3	kJ/mol
HOMO-LUMO gap	8.734	eV

Atomic partial charges in e from the natural (NBO) method, atoms 1 to 4: C 0.22; C -0.10; C -0.28; C 0.29